DFT (ωB97M-V/def2-TZVPD) results for a molecular structure, C6H15N3.

Calculated values
Relative energy (zero: lowest compared OMol25 entry of this formula, charge and spin) (eV): 5.687
Electronic energy (Ha): -401.6783
HOMO (alpha / beta) (eV): -6.082 / -5.700
Orbital gap (alpha / beta) (hartree): 0.25298 / 0.22070
Molar mass (u): 129.21

Structure (ORCA input):
```
! RIJCOSX wB97M-V def2-TZVPD def2/J DEFGRID3
* xyz 0 1
C 0.977 -0.086 1.275
C -1.592 0.897 0.895
C -0.845 -0.345 0.448
N 1.758 -1.186 0.986
C -1.345 -1.582 0.875
H 2.071 -1.247 0.016
H 1.300 -2.055 1.251
H 1.423 0.854 0.973
H 0.585 -0.078 2.284
H -0.988 1.806 0.846
H -1.891 0.760 1.933
H -2.506 1.046 0.314
H -1.898 -1.604 1.803
H -0.984 -2.532 0.514
C 0.971 1.820 -1.343
N -0.191 0.973 -1.598
C 0.150 -1.322 -1.527
N -0.299 -0.248 -0.894
H -1.062 1.475 -1.488
H 0.965 2.340 -0.378
H 1.004 2.567 -2.138
H 1.876 1.218 -1.415
H 0.611 -1.178 -2.490
H -0.088 -2.294 -1.143
*
```